Entry 1:
{"formula": "C4H5Br", "method": "ωB97M-V/def2-TZVPD", "lumo_energy_ev": [-1.746, -2.820], "total_charge": 0, "homo_ev": [-9.6, -8.6], "homo_lumo_gap_ev": [7.851, 5.778], "species": ["Br", "C", "C", "C", "C", "H", "H", "H", "H", "H"], "xyz": [[3.0321, 0.1061, -0.2342], [-0.4071, 0.2654, 0.0746], [0.3082, -0.6067, 0.9253], [-0.9108, 1.4900, -0.1484], [-0.2959, -1.0945, -0.3513], [-1.0941, -1.7583, -0.3882], [0.8834, -1.0192, 1.7205], [-1.1716, 1.6785, -1.1233], [0.6154, -1.3041, -1.0069], [-0.9596, 2.2427, 0.5318]], "forces_ev_per_angstrom": [[-1.0, -0.3, 0.5], [0.0, 1.6, 2.0], [-0.3, 0.7, -1.5], [1.2, -3.0, -0.2], [4.2, -0.5, -1.5], [-1.4, -1.1, 0.0], [0.0, 0.3, 0.6], [-1.2, 0.5, -2.1], [-1.7, -0.1, 0.2], [0.2, 1.9, 2.0]]}



Entry 2:
{"formula": "CH3ClS", "method": "ωB97M-V/def2-TZVPD", "lumo_energy_ev": [-3.156, -2.887], "total_charge": 0, "homo_ev": [-10.1, -10.0], "homo_lumo_gap_ev": [6.934, 7.091], "species": ["Cl", "S", "C", "H", "H", "H"], "xyz": [[-2.2207, 1.2894, 1.1991], [-0.5219, -0.8717, 0.9950], [0.5814, -0.2242, -0.3403], [1.0383, -0.9631, -1.0108], [-0.1715, 0.2793, -0.9211], [1.2945, 0.4903, 0.0780]], "forces_ev_per_angstrom": [[1.7, -2.1, -0.3], [-0.6, 1.8, -0.5], [-0.7, 0.2, 0.9], [-0.2, -0.2, 0.6], [0.0, 0.5, -0.6], [-0.1, -0.3, -0.2]]}



Entry 3:
{"formula": "H13O6", "method": "ωB97M-V/def2-TZVPD", "lumo_energy_ev": -2.660, "total_charge": 1, "homo_ev": -15.2, "homo_lumo_gap_ev": 12.564, "species": ["O", "O", "O", "O", "O", "O", "H", "H", "H", "H", "H", "H", "H", "H", "H", "H", "H", "H", "H"], "xyz": [[2.9766, -1.4869, -1.4628], [-1.9417, 1.4966, -2.4261], [-0.4948, -0.0611, 1.3179], [1.1907, -1.8858, 0.7167], [-2.5115, -0.0400, -0.1944], [0.7308, 1.7540, 2.5622], [2.5410, -1.9857, -2.1645], [-3.4707, 0.0147, -0.1748], [0.0706, -0.8410, 1.0301], [0.9864, -2.8250, 0.8842], [-1.4360, 0.0262, 0.9695], [-2.2152, 0.6492, -0.8174], [3.6697, -1.0119, -1.9581], [0.3959, 2.4008, 3.1994], [1.6718, 1.6526, 2.7542], [0.0427, 0.6690, 1.8017], [-2.4280, 1.1054, -3.1610], [-1.5380, 2.2827, -2.8036], [1.7598, -1.9136, -0.0731]], "forces_ev_per_angstrom": [[0.2, 0.1, -0.7], [-0.1, -0.1, -0.2], [0.6, 0.1, 0.6], [-0.2, -1.0, -0.1], [0.2, 0.2, 0.3], [0.4, 0.3, 0.2], [0.0, -0.1, 0.0], [-0.1, 0.0, 0.1], [0.1, -0.2, -0.3], [0.0, 0.6, 0.1], [0.1, 0.0, -0.4], [-0.1, -0.1, -0.3], [-0.3, -0.1, 0.6], [-0.1, -0.2, -0.2], [-0.1, 0.0, 0.0], [-0.8, -0.1, -0.1], [0.0, -0.1, 0.1], [0.1, 0.1, 0.1], [0.2, 0.6, 0.1]]}



Entry 4:
{"formula": "C5H8N2", "method": "ωB97M-V/def2-TZVPD", "lumo_energy_ev": 1.071, "total_charge": 0, "smiles": "C1=NC[C@@H]2CCN12", "homo_ev": -8.8, "homo_lumo_gap_ev": 9.899, "species": ["N", "N", "C", "C", "C", "C", "C", "H", "H", "H", "H", "H", "H", "H", "H"], "xyz": [[0.3403, 0.7221, -0.7086], [-1.7325, 0.8446, 0.5326], [1.5418, 0.5973, 0.0844], [-1.7141, -0.6048, -0.1616], [-0.1548, -0.6869, -0.4560], [1.0274, -0.7521, 0.5587], [-0.5982, 1.3807, 0.0624], [-0.3116, 2.5131, -0.0954], [1.7104, -1.5798, 0.3301], [-1.8160, -1.3991, 0.7208], [2.3389, 0.4981, -0.7217], [-2.5457, -0.6409, -0.8937], [0.5782, -0.9792, 1.5182], [1.7155, 1.4842, 0.5302], [-0.3796, -1.3972, -1.3005]], "forces_ev_per_angstrom": [[-3.3, -1.0, -1.5], [3.0, 0.2, -2.7], [0.9, -2.9, -4.0], [2.1, 1.4, 5.8], [-1.4, -0.5, -2.8], [-0.6, -2.7, 0.4], [-3.3, 2.5, -0.3], [-1.2, -1.8, 1.8], [-0.1, 0.2, 0.2], [-0.6, 1.5, -1.9], [-0.3, -0.3, 1.5], [1.2, -0.2, 0.0], [0.5, 0.7, 0.7], [0.8, 2.4, 2.7], [2.4, 0.4, 0.1]]}



Taking the records one at a time from the top gives energy relative to the best compared isomer or geometry (same formula, charge and spin) values of 3.539 1.554 0.000 4.258 eV.